[1]
Density functional theory data (wB97M-V/def2-TZVPD) for one molecule with the formula C16H32O5.

Geometry (Å):
C -0.0400 -2.2147 0.1947
O 0.0542 4.0243 0.2412
C -3.0557 1.3253 1.5322
C 3.9725 -0.5704 0.8508
H 4.0969 -0.4232 -1.3086
C 3.2842 1.4315 -0.6014
H -2.1891 2.1568 -0.2631
H 4.6055 -2.4330 -0.0066
H 4.8190 -0.4328 1.5261
H 3.8603 -2.5932 1.5804
H -2.2187 -1.7371 -1.5303
H -4.6646 -2.1100 -0.1957
H -2.1959 3.2409 1.1307
H 2.5164 -3.4699 -0.4137
H 3.3006 2.0241 0.3149
C -2.0327 2.2080 0.8145
C 3.7880 -2.0739 0.6218
H -4.6105 -1.5120 -1.8688
H -2.7844 1.2626 2.5890
C -4.0639 -1.5486 -0.9162
C 1.8650 0.9787 -0.9249
H 1.8763 0.4695 -1.8927
H 2.2795 -1.7932 -0.8940
C -3.1807 -0.0926 0.9719
C 4.2196 0.2283 -0.4416
C 1.2722 -2.3446 0.9274
H -0.4614 0.6652 -1.3874
O -0.9485 -3.0814 0.5894
O -2.8781 -2.2996 -1.0922
H 1.5306 0.2615 -0.1768
C 0.4521 2.6784 0.3745
C -3.8112 -0.1271 -0.4201
H -4.7674 0.3994 -0.3995
H -1.7998 -2.9465 0.0876
C 2.4589 -2.4458 -0.0397
H 5.2512 0.5839 -0.4539
O -0.3394 1.5808 -1.6765
H 3.0973 -0.1719 1.3656
H 1.2246 -3.2110 1.5862
H 1.3726 2.7267 0.9653
C 0.8063 2.0797 -1.0133
H 1.1765 2.9050 -1.6358
H -0.4085 0.7801 0.9252
H -2.1971 -0.5601 0.9403
H -3.1627 0.3817 -1.1373
C -0.5865 1.8331 1.1457
O -0.2593 -1.3752 -0.6557
H -0.4296 1.9805 2.2165
H -0.6556 4.0542 -0.4108
H 1.3808 -1.4491 1.5456
H -4.0352 1.8065 1.4738
H 3.6503 2.0680 -1.4095
H -3.8021 -0.6816 1.6514

Computed properties:
- SMILES: O=C(O)CCCCCCC[C@@H](O)[C@@H](O)CCCCCCO
- HOMO-LUMO gap: 10.30 eV
- Energy above the lowest of the compared OMol25 structures with the same formula, charge and spin: 0.077 eV

=====

[2]
Density functional theory data (wB97M-V/def2-TZVPD) for a 2-piece molecular cluster, CHN4S overall in a non-equilibrium geometry.

Geometry (Å):
N 2.2198 -0.2783 -0.1414
H -1.3180 -0.2110 0.3666
N 1.1614 0.1739 0.1637
C -2.2724 -0.2866 0.1762
N -3.3790 -0.2580 -0.2407
S 0.3170 1.5817 -0.2372
N 3.2713 -0.7215 -0.0872

Computed properties:
- Total charge: -1
- HOMO-LUMO gap: 7.11 eV
- Energy above the lowest of the compared OMol25 structures with the same formula, charge and spin: 1.952 eV

=====

[3]
Density functional theory data (wB97M-V/def2-TZVPD) for one molecule with the formula C4H5N3O4S in a non-equilibrium geometry.

Geometry (Å):
C -0.5106 -1.6534 -0.2315
H -0.5283 -1.0172 -1.1215
N 2.7395 0.2548 -0.1409
N -1.3750 -2.5694 0.1732
O -0.8472 3.1476 -0.1766
C 0.4682 1.0582 -0.0709
O -2.6312 2.2544 0.3636
O 3.3141 -0.7624 0.2492
H -2.2442 -2.5663 -0.3388
C -0.8220 0.9436 0.1723
O 3.2546 1.2944 -0.3910
C 1.3807 0.0472 -0.2081
H -1.2172 -3.2273 0.9149
S 1.1004 -1.5401 0.4435
H -1.4245 0.1316 0.7197
H 0.7723 2.0232 -0.5198
N -1.4296 2.1811 0.1627

Computed properties:
- HOMO-LUMO gap (spin up / spin down): 6.91 / 6.91 eV
- Energy above the lowest of the compared OMol25 structures with the same formula, charge and spin: 3.782 eV

=====

[4]
Density functional theory data (wB97M-V/def2-TZVPD) for C21H24GeN4O2Re as an isolated structure.

Geometry (Å):
N -0.1519 -0.0700 3.0568
H 3.2137 -0.0867 0.1860
C -2.2588 3.2280 -3.0462
O 1.7416 1.7181 -3.2726
H -2.8716 1.6441 -0.1262
C 3.8646 -0.4544 2.2195
C -0.3934 1.9937 -2.2531
N -1.0811 1.5643 -1.1653
C 1.2154 -0.1969 2.7913
C -4.5202 -0.1288 1.5949
H -0.9653 -0.1796 -3.4180
C -2.2656 0.2585 2.3070
H 1.6982 -0.5339 4.8331
H 1.6846 -2.7575 -3.7705
H -5.2243 -0.5155 0.8709
H 4.9077 -0.5505 1.9546
H -4.4326 1.3517 4.6456
H -0.9175 -4.5703 -2.9072
H -1.9999 1.1806 4.2301
C -3.1605 -0.2090 1.3470
N -0.8706 0.1186 2.0478
C -1.3734 -1.1632 -3.1887
C -2.3498 1.9810 -1.0092
C -4.9743 0.4348 2.7812
C -2.7113 0.8160 3.5024
C -2.9634 2.8093 -1.9290
H -3.9845 3.1193 -1.7596
C -0.9416 2.8124 -3.2081
H -1.5614 -1.6603 -4.1412
H -1.1503 -1.9598 0.2122
H 2.0573 -1.2566 -2.9265
C 2.0857 -0.4464 3.8281
C 1.6613 -2.2615 -2.7995
H -0.3338 3.1101 -4.0516
H -2.3350 -1.0436 -2.6866
H -0.2453 -4.6687 -1.2779
C -0.1883 -1.6397 -0.2002
H -6.0367 0.5025 2.9716
O 1.3939 0.8349 -1.2319
C -4.0718 0.9096 3.7274
Ge -0.1654 -2.2819 -2.1425
H 2.3170 -2.8184 -2.1291
C 1.0290 1.5198 -2.3465
H 0.5845 -2.2286 0.3066
N 1.6295 -0.0770 1.5106
H -2.8033 -0.6728 0.4352
C -0.8794 -4.0759 -1.9365
H -1.8884 -4.0513 -1.5261
C 2.9345 -0.1999 1.2253
C 3.4393 -0.5804 3.5324
H 4.1509 -0.7791 4.3223
H -2.7231 3.8743 -3.7791
Re 0.1214 0.3473 0.1233

Computed properties:
- 2S+1: 4
- <S²>: 3.7786
- Total charge: +2
- HOMO-LUMO gap (spin up / spin down): 7.12 / 6.74 eV
- Energy above the lowest of the compared OMol25 structures with the same formula, charge and spin: 0.000 eV

=====

[5]
Density functional theory data (wB97M-V/def2-TZVPD) for one molecule with the formula ClHO3S in a non-equilibrium geometry.

Geometry (Å):
O -0.9523 0.9337 1.1202
S -0.3469 0.7899 -0.1528
Cl 0.6383 -1.1872 0.7439
H 0.8462 -2.1805 -0.0677
O 0.8606 1.4870 -0.4277
O -1.0460 0.1571 -1.2160

Computed properties:
- HOMO-LUMO gap: 11.60 eV
- Energy above the lowest of the compared OMol25 structures with the same formula, charge and spin: 0.363 eV

=====

[6]
Density functional theory data (wB97M-V/def2-TZVPD) for C51H44BrN4O5P2Ti as an isolated structure in a non-equilibrium geometry.

Geometry (Å):
C -3.8917 -2.9735 -3.2361
N -1.2905 0.5020 -1.0476
C -3.2042 -4.0255 -2.6485
C 1.7303 -0.4996 -4.2014
O -0.0776 0.7644 3.5178
H 1.2317 -1.0519 -4.9808
C 3.4277 1.8305 -1.0945
C -0.2161 -4.7280 0.9027
C 3.9310 2.2432 4.8641
C -1.8091 -3.6941 2.9318
C -1.4089 -2.8820 1.8851
N 1.6726 0.3266 -1.9412
C 1.1314 -0.3525 -2.9610
H 4.4905 1.2888 -3.5209
H 4.9903 0.7422 5.9647
C -2.2698 -0.0224 -1.6873
C -1.6928 -2.4708 -1.5636
C 2.8205 -3.8155 2.7505
C 3.2220 -4.2841 -1.4643
H 2.3745 -3.2329 0.2052
C -0.6301 -5.5369 1.9478
H 1.6676 -4.7509 -4.4285
C -4.3650 0.1183 1.8056
C 4.3870 0.9550 5.0971
H 4.1793 3.0332 5.5535
C 1.4416 -4.5514 4.5694
C 3.1374 2.5145 3.7606
H 5.8352 -1.5664 -2.0325
C 2.9735 0.0763 -4.4150
H -2.4393 -3.3031 3.7160
H 1.0134 -1.2343 4.0200
C 0.8626 -3.6490 -2.7904
H 5.4669 -2.2546 2.8441
C -2.3929 0.4333 2.8931
H 3.4392 1.3199 -0.1216
C 5.7549 -1.7140 -0.9660
C -1.4157 -5.0236 2.9649
H -2.4394 0.5871 5.0327
H -3.5175 -5.0417 -2.8163
H 3.4849 -0.0260 -5.3596
C -3.0168 0.4447 4.1344
C 6.8352 -2.2051 -0.2484
C -4.3953 0.2576 4.1735
H -4.1087 -0.8636 -3.3408
C 2.8221 1.5056 2.8665
H -4.9151 0.2246 5.1199
H -0.0698 4.2298 -1.2998
H -6.1672 -0.0424 2.9853
N -3.0632 0.2679 1.7470
C -3.5326 -1.6771 -2.9263
O 1.9439 -0.6647 0.8498
C 0.6005 4.2641 -0.4392
C 2.3148 -2.5266 2.9039
H 0.1541 -0.7909 -2.7837
H 4.3861 -1.0726 4.4198
C 4.4724 -1.5971 1.0614
H -1.5864 -4.5938 -1.3767
C 5.5518 -2.1057 1.7776
C 1.8395 -4.4011 -3.4221
O -1.4749 1.8065 -0.6273
H 2.1759 1.7015 2.0167
H -2.4284 2.0477 -0.6811
C 1.3735 -2.2485 3.8919
H -3.1323 0.6128 -1.9132
N 2.6094 3.0333 -0.9899
H -1.7394 -1.8534 1.8324
C 2.8589 0.9262 -2.1708
Br -5.2089 -0.0823 0.1167
C 4.0630 -0.0619 4.2193
H 0.3972 -5.1476 0.1192
C 6.7279 -2.4173 1.1183
P 2.9528 -1.1340 1.9357
H 1.2165 5.1556 -0.5191
O -0.5691 0.1294 1.4710
H 7.5597 -2.8211 1.6740
H 3.5754 -4.0202 2.0050
H -0.0208 4.3157 0.4535
C -0.9131 0.4894 2.6898
C -5.0976 0.0964 2.9888
H 1.1094 -5.3397 5.2267
Ti 0.4844 0.1244 0.1316
P -0.1864 -2.2719 -0.5238
C -2.4425 -1.3956 -2.0822
C -0.5992 -3.3888 0.8690
C 0.9403 -3.2665 4.7228
H 3.7120 -1.0586 -0.8699
H -0.0523 -3.4209 -3.3183
H 4.4460 2.1269 -1.3512
H -1.7361 -5.6600 3.7749
O 0.9789 1.9600 0.1027
H 3.7714 -5.3089 -3.2640
C 3.5336 0.8097 -3.3816
H 2.9379 3.8763 -1.4440
H 0.2296 -3.0557 5.5064
H -0.3453 -6.5774 1.9569
H 2.7603 3.5136 3.6060
C 3.2935 0.2162 3.0921
C 3.0200 -4.7159 -2.7674
H 2.7640 -5.8259 3.4706
C -2.1135 -3.7691 -1.8317
H -4.7226 -3.1693 -3.8981
H 7.7623 -2.4231 -0.7538
H 4.1390 -4.5316 -0.9507
C 4.5711 -1.4157 -0.3151
C 1.4083 3.0134 -0.4261
C 2.3725 -4.8273 3.5818
C 2.2423 -3.5476 -0.8234
C 1.0506 -3.2295 -1.4752

Computed properties:
- Total charge: +3
- HOMO-LUMO gap: 7.14 eV

=====

[7]
Density functional theory data (wB97M-V/def2-TZVPD) for a 2-piece molecular cluster, C4H12 overall in a non-equilibrium geometry.

Geometry (Å):
C -1.1766 0.6241 1.6287
H -1.9920 2.3166 0.4214
H -0.2277 2.4012 0.6612
H -0.1968 0.2231 1.3345
H 2.5670 -1.0790 -2.1130
H 0.0232 -1.6301 -0.4408
H 1.6517 -0.1758 -0.6798
H 1.4696 -2.6596 -0.5863
H -1.2697 2.8451 1.9881
C 0.7818 -2.0154 -1.1904
H -1.5495 0.6155 2.6937
C -1.1911 2.1098 1.1556
C 1.5897 -0.7321 -1.6047
H 0.9542 -0.1218 -2.3346
H -1.9608 0.0033 1.1283
H 0.5080 -2.6570 -2.0081

Computed properties:
- SMILES: CC.CC
- HOMO-LUMO gap: 12.62 eV
- Energy above the lowest of the compared OMol25 structures with the same formula, charge and spin: 0.835 eV

=====

[8]
Density functional theory data (wB97M-V/def2-TZVPD) for a 2-piece molecular cluster, C3H9NO2 overall.

Geometry (Å):
C 0.4432 1.2915 0.6637
H 0.1583 -1.1600 1.6799
H 0.5217 0.1102 -3.8872
H 1.4193 0.5274 2.5330
C -0.5545 -0.9865 0.8631
C 1.6288 0.9385 1.5406
H -0.2671 1.9299 1.1801
H 0.8480 1.8341 -0.1908
N -0.2474 0.1173 0.1256
H -0.9289 0.3684 -0.5775
H 2.2561 1.8148 1.7212
H 0.3441 0.3414 -2.3916
H 2.2593 0.2213 1.0238
O -0.1312 0.0231 -3.1764
O -1.4738 -1.7356 0.6355

Computed properties:
- SMILES: CCNC=O.O
- HOMO-LUMO gap: 10.38 eV
- Energy above the lowest of the compared OMol25 structures with the same formula, charge and spin: 0.960 eV